The following is a DFT calculation (ωB97M-V/def2-TZVPD) of a cluster of 2 separate species, C5H10N in total in a non-equilibrium geometry.

The geometry in XYZ format:
```
16
Properties=species:S:1:pos:R:3:forces:R:3:mulliken_charge:R:1
C 1.2994 -1.8229 -0.3344 1.00 -1.73 -2.32 -0.43
C 1.4484 -0.7926 0.6182 -1.16 1.90 2.42 -0.03
C 0.1472 -0.8209 -0.1873 0.68 -0.61 0.65 -0.23
C -2.9292 -0.0271 -0.2259 1.70 1.44 -0.71 -0.70
C 0.8098 1.6114 0.3471 -0.93 0.14 1.34 -0.86
N 1.1196 0.3007 -0.2377 -0.63 1.18 -0.48 -0.03
H 1.8893 -1.8076 -1.2625 -0.13 0.83 -0.05 0.23
H 1.4863 -2.8362 -0.0702 -1.43 -0.87 0.98 0.35
H 1.4448 -0.5505 1.7012 0.62 -0.83 -0.88 0.37
H -3.0554 0.5417 0.6667 -0.01 0.31 0.38 0.33
H -3.2099 -1.0154 -0.2579 -0.61 -2.09 0.05 0.35
H -2.6475 0.4400 -1.1667 -0.14 0.05 0.32 0.33
H 0.1446 1.5699 1.2767 1.03 -0.59 -1.22 0.32
H 1.7804 2.0650 0.6619 -0.99 0.15 -0.78 0.35
H 0.1654 2.0565 -0.4127 0.68 0.89 0.14 0.34
H 1.5941 0.4097 -1.1377 0.34 -0.16 0.17 0.31
```
Forces are in eV/Å.

Summary:
- Electronic energy: -250.7202 Eh
- Max |F|: 3.291 eV Å⁻¹
- Gap between HOMO and LUMO (alpha / beta): 0.2248 / 0.3645 Ha
- Charge: +1
- Relative energy (zero: lowest compared OMol25 entry of this formula, charge and spin): 178.9 kcal per mole